C85H177N9O11 | ωB97M-V/def2-TZVPD

## Properties
Structure (SMILES): CC1(C)CCCC(C)(C)N1O.CC1(C)CCCC(C)(C)N1O.CC1(C)CCCC(C)(C)N1O.CC1(C)CCCC(C)(C)N1O.CC1(C)CCCC(C)(C)N1O.CC1(C)CCCC(C)(C)N1O.CC1(C)CCCC(C)(C)N1O.CC1(C)CCCC(C)(C)N1O.CC1(C)CCCC(C)(C)N1O.O=C1CCCO1
F_max: 4.4 eV Å⁻¹
HOMO level: -7.890 eV
Net charge: 0
Frontier orbital gap: 8.278 eV
LUMO: 0.39 eV
Energy relative to the best compared isomer or geometry (same formula, charge and spin): 5.556 eV

```
282
Properties=species:S:1:pos:R:3:forces:R:3:lowdin_charge:R:1
C -1.73493 -5.25776 1.54799 0.05 -0.17 0.46 -0.039
C -0.45128 -5.96560 1.12584 0.91 1.06 -0.30 -0.450
C -0.72066 -7.49821 1.45124 0.12 0.76 -0.68 -0.127
C 0.13421 -8.46603 0.69695 1.22 0.34 -0.43 -0.197
C 0.15888 -8.17349 -0.81876 0.01 -0.17 1.81 -0.129
C 0.51245 -6.70574 -1.16412 2.54 -1.30 0.82 -0.440
N -0.26727 -5.73198 -0.33328 -0.47 -3.39 -1.68 -0.095
O -0.06857 -4.44151 -0.83184 0.10 0.29 0.86 -0.019
C 2.10611 -6.57728 -1.01847 -0.64 0.21 0.14 -0.028
C 0.32161 -6.64019 -2.65318 -1.03 0.86 -1.16 -0.065
C 0.77933 -5.40600 1.89949 0.10 -1.16 -0.16 -0.021
H -1.78193 -4.16976 1.50165 0.34 0.03 -0.63 0.073
H -1.87799 -5.44244 2.61266 -0.27 -0.35 0.06 0.078
H -2.51438 -5.73754 0.95607 -0.36 0.38 0.21 0.075
H -0.53589 -7.64326 2.51562 -0.37 0.19 0.12 0.120
H -1.74557 -7.76553 1.19394 -0.31 0.44 0.29 0.116
H -0.10530 -9.51015 0.89833 -0.41 0.01 -0.05 0.113
H 1.13927 -8.36645 1.10689 0.40 0.01 -0.20 0.101
H -0.80285 -8.46770 -1.23901 -0.14 0.19 -0.13 0.112
H 0.91715 -8.85846 -1.19816 0.02 0.24 -0.59 0.122
H 2.46245 -6.97992 -0.07032 0.11 0.23 0.01 0.056
H 2.62007 -7.09052 -1.83120 -0.26 -0.52 0.14 0.070
H 2.45194 -5.55667 -1.18234 -0.26 0.33 0.51 0.074
H 0.12018 -5.60559 -2.93089 -0.40 -0.12 -0.33 0.056
H 1.15253 -6.92762 -3.29743 0.50 0.00 0.63 0.090
H -0.44453 -7.33737 -2.99239 -0.52 0.50 0.05 0.072
H 0.97093 -4.34110 1.76761 -0.59 0.08 0.25 0.075
H 1.71355 -5.85483 1.56202 -0.09 -0.31 -0.23 0.052
H 0.68758 -5.73889 2.93335 -0.02 0.64 0.28 0.078
H -0.85901 -4.35619 -1.36992 -0.16 0.51 -0.13 0.068
C -0.31133 -3.31583 4.34292 0.47 0.05 -0.42 -0.064
C -0.55374 -2.03270 5.10161 1.10 1.15 -1.34 -0.483
C -1.81307 -1.34514 4.43008 0.60 0.41 2.04 -0.119
C -2.41118 -0.32086 5.39124 -1.20 -1.21 0.51 -0.186
C -2.74836 -1.02239 6.73165 0.92 0.48 0.05 -0.131
C -1.48466 -1.63393 7.47389 -1.58 0.39 -0.65 -0.451
N -0.72634 -2.44550 6.47394 -2.46 1.02 2.07 -0.116
O 0.44670 -2.94230 7.11114 -0.27 -0.06 -0.77 -0.007
C -0.70907 -0.42455 8.05818 0.54 -1.24 -0.46 -0.031
C -2.06353 -2.53815 8.65941 1.26 0.59 -1.10 -0.027
C 0.65997 -1.04782 4.85075 -0.13 -0.24 0.04 -0.011
H 0.63050 -3.79440 4.61127 0.29 0.28 -0.21 0.081
H -0.31967 -2.98666 3.30384 0.17 -0.74 -0.29 0.068
H -1.06017 -4.07974 4.55217 -0.41 0.28 -0.17 0.087
H -1.61541 -0.75104 3.53785 0.72 -0.73 -0.40 0.109
H -2.56576 -2.10899 4.23496 -0.07 0.01 -0.14 0.120
H -3.34233 -0.02985 4.90506 -0.28 0.31 0.22 0.096
H -1.87193 0.60925 5.57073 0.49 -0.25 -0.20 0.107
H -3.53155 -1.77161 6.61591 0.10 -0.16 -0.24 0.112
H -3.15284 -0.24428 7.37898 -0.12 -0.15 0.32 0.104
H -1.39717 0.13942 8.68791 0.41 0.18 0.05 0.083
H 0.17746 -0.78667 8.57879 -0.22 -0.01 0.58 0.077
H -0.25195 0.16049 7.26013 -0.52 0.35 -0.12 0.069
H -2.68248 -1.92196 9.31158 0.12 0.02 0.04 0.076
H -2.64990 -3.39565 8.32932 -0.06 0.18 -0.39 0.073
H -1.21280 -2.94274 9.20775 -0.05 0.11 0.29 0.067
H 0.39999 0.01062 4.83605 -0.39 0.03 0.29 0.063
H 1.07830 -1.21275 3.85783 0.00 -0.26 -0.11 0.054
H 1.47635 -1.16188 5.56393 -0.09 -0.26 0.10 0.079
H 0.13504 -3.84824 7.17236 0.70 -0.37 0.36 0.101
C -2.72699 -6.69743 -5.86180 -0.55 1.93 -0.14 -0.020
C -3.66731 -6.00450 -4.84691 0.40 -0.21 1.27 -0.513
C -3.05290 -6.22654 -3.47047 0.42 -0.95 -0.28 -0.184
C -3.73610 -5.57408 -2.32844 -0.82 1.18 -0.41 -0.165
C -3.89076 -4.03972 -2.61754 -1.18 -1.46 1.22 -0.099
C -4.53253 -3.73632 -4.02179 -0.61 0.50 1.15 -0.482
N -3.74798 -4.53412 -4.92637 1.15 -0.11 -1.64 -0.090
O -3.90784 -4.12790 -6.29016 -0.39 -0.10 0.20 -0.007
C -6.08384 -3.99083 -3.97414 0.20 -0.81 0.24 -0.025
C -4.38338 -2.21982 -4.22710 0.57 -0.46 0.26 -0.026
C -4.98381 -6.72432 -4.95066 -1.17 -0.50 0.69 -0.041
H -3.24275 -6.63069 -6.81973 0.29 -0.39 -0.22 0.083
H -2.53829 -7.72831 -5.56217 -0.02 0.18 -0.03 0.090
H -1.81488 -6.10363 -5.92150 0.35 -0.29 -0.08 0.080
H -3.06365 -7.30245 -3.29613 0.23 -0.28 0.05 0.126
H -2.01207 -5.90474 -3.43558 0.00 0.01 -0.50 0.091
H -3.08427 -5.78161 -1.47983 -0.42 0.28 0.50 0.095
H -4.72665 -6.01047 -2.20008 0.01 -0.09 0.41 0.103
H -2.94055 -3.63254 -2.27198 0.31 0.75 -1.21 0.093
H -4.58772 -3.63987 -1.88101 -0.19 0.07 0.14 0.111
H -6.27259 -5.01623 -3.65629 -0.21 0.17 0.09 0.052
H -6.61524 -3.33250 -3.28689 0.42 0.13 0.30 0.080
H -6.62962 -3.85150 -4.90731 0.55 -0.01 -0.41 0.085
H -4.80652 -1.76742 -3.33023 0.24 0.12 0.15 0.079
H -3.30678 -2.05265 -4.26017 -0.07 0.60 -0.19 0.063
H -4.92170 -1.75113 -5.05089 0.23 -0.48 -0.32 0.086
H -4.85210 -7.78035 -5.18638 0.07 0.08 -0.65 0.088
H -5.68541 -6.21213 -5.60907 0.14 -0.32 -0.31 0.095
H -5.48208 -6.80970 -3.98498 -0.09 0.32 0.12 0.065
H -2.98315 -4.02306 -6.52588 0.04 0.28 -0.39 0.088
C -7.91167 1.02403 0.29362 0.32 -0.52 0.56 -0.021
C -6.81336 2.09374 0.22107 1.03 -0.34 -1.10 -0.493
C -7.48675 3.43075 -0.02749 -0.79 1.73 0.67 -0.149
C -8.09346 4.09519 1.24454 1.74 -0.42 -0.77 -0.146
C -6.96072 4.15620 2.29535 -0.64 -1.11 0.50 -0.124
C -6.27902 2.78153 2.57871 -0.84 -0.13 1.10 -0.462
N -5.81724 2.13113 1.32889 -1.50 3.03 0.29 -0.124
O -5.15583 0.94275 1.60416 -0.26 -0.68 -0.15 -0.004
C -5.05134 2.99372 3.50250 -0.06 -0.58 0.06 -0.031
C -7.31571 1.91279 3.37982 0.39 -0.56 -0.24 -0.030
C -5.93246 1.83412 -1.02934 0.08 -0.91 0.20 -0.029
H -7.41526 0.05603 0.22541 -0.28 -0.20 -0.12 0.085
H -8.65525 1.14846 -0.49360 0.32 -0.10 -0.28 0.087
H -8.48996 1.01361 1.21751 0.19 0.23 0.11 0.066
H -6.84512 4.15858 -0.52416 0.49 -0.07 0.16 0.106
H -8.29089 3.28364 -0.74847 0.02 -0.27 -0.09 0.113
H -8.96136 3.49478 1.51724 0.13 0.07 0.60 0.101
H -8.42305 5.12518 1.10819 -0.17 -0.09 -0.47 0.107
H -7.48583 4.43738 3.20820 0.43 0.08 0.43 0.115
H -6.17794 4.89777 2.13585 -0.24 0.19 -0.57 0.095
H -5.28780 3.52177 4.42627 -0.27 0.50 -0.28 0.088
H -4.67420 2.05220 3.90175 -0.08 -0.34 -0.30 0.068
H -4.19951 3.45015 2.99836 -0.11 0.29 -0.13 0.069
H -7.16890 0.86775 3.10696 0.18 -0.11 0.20 0.076
H -7.17651 1.99309 4.45791 0.14 0.11 0.01 0.078
H -8.37453 2.09644 3.19738 0.09 0.43 -0.26 0.067
H -6.45242 2.00529 -1.97192 -0.12 -0.11 0.05 0.089
H -5.58763 0.80197 -0.96719 -0.20 -0.25 -0.33 0.068
H -4.98873 2.37941 -1.04057 -0.25 0.58 0.20 0.073
H -4.25227 1.26552 1.63562 0.55 -0.45 -0.12 0.085
C 0.94081 7.97342 4.21891 -0.10 -0.47 1.46 -0.040
C 2.09581 7.67985 3.31273 0.97 -0.29 -1.50 -0.513
C 2.06111 8.70315 2.20080 1.84 1.19 -1.75 -0.132
C 3.40404 8.79300 1.38061 -0.19 0.11 2.11 -0.164
C 4.60931 9.02588 2.33720 -0.22 -1.04 -0.57 -0.124
C 4.72221 7.94337 3.53004 1.05 2.07 -1.48 -0.455
N 3.37850 7.76733 4.07419 -0.56 1.49 -0.24 -0.112
O 3.35365 6.84134 5.10657 0.14 -0.32 0.32 -0.008
C 5.40160 6.71089 2.86246 -1.16 -0.21 0.51 -0.026
C 5.63142 8.61429 4.62965 -0.39 -0.88 -0.93 -0.028
C 1.91070 6.28948 2.66250 -0.20 -0.59 0.65 -0.018
H 0.88085 7.14775 4.92797 -0.46 -0.06 0.08 0.085
H -0.00468 8.08728 3.68865 0.11 -0.09 -0.14 0.081
H 1.11571 8.84816 4.84528 0.10 0.20 -0.28 0.096
H 1.31576 8.53619 1.42318 -0.54 -0.49 0.44 0.111
H 1.87125 9.71179 2.56783 -0.04 0.01 0.39 0.119
H 3.38404 9.65260 0.71069 -0.23 -0.25 -0.30 0.108
H 3.56164 7.86050 0.83867 0.00 0.13 -0.21 0.077
H 4.70697 10.07701 2.60867 -0.57 -0.05 0.74 0.106
H 5.45642 8.92437 1.65882 0.49 -0.36 0.33 0.100
H 6.31015 6.94740 2.30865 -0.06 0.16 0.22 0.083
H 5.59552 5.89053 3.55348 0.16 0.11 0.22 0.078
H 4.65770 6.32231 2.16696 0.20 -0.15 -0.33 0.059
H 5.19801 9.58388 4.87493 -0.02 -0.23 0.41 0.078
H 5.77673 7.93799 5.47204 -0.40 0.24 0.24 0.073
H 6.63777 8.78624 4.24783 0.00 0.04 -0.35 0.075
H 2.16875 5.47097 3.33448 0.23 -0.11 0.32 0.071
H 2.49943 6.08548 1.76814 -0.27 0.39 -0.15 0.066
H 0.85043 6.07707 2.52535 -0.06 0.24 -0.60 0.081
H 3.17261 6.02782 4.63011 0.13 -0.82 0.36 0.067
C 1.64717 -3.82847 -4.82783 -0.55 -0.90 -1.34 -0.018
C 0.87683 -2.49339 -4.78344 2.90 1.78 1.02 -0.465
C 1.56223 -1.60138 -3.63566 -0.30 -1.01 -0.77 -0.148
C 2.99236 -1.17729 -3.93479 -1.99 0.81 0.45 -0.164
C 2.85949 -0.27720 -5.18300 2.02 -1.61 -1.34 -0.121
C 2.27023 -0.99114 -6.45687 -0.39 -0.76 0.78 -0.434
N 0.95860 -1.65485 -6.01294 0.61 1.30 1.87 -0.117
O 0.05582 -2.07532 -6.98182 0.41 -1.09 -1.16 -0.019
C 1.88754 0.13216 -7.43679 0.53 -1.16 0.07 -0.044
C 3.28279 -2.02892 -7.10125 -1.44 0.97 -0.02 -0.016
C -0.52478 -2.65670 -4.29358 -0.70 -0.64 -1.05 -0.049
H 2.69632 -3.83493 -5.12337 0.13 0.73 0.45 0.066
H 1.24185 -4.41415 -5.65293 -0.44 -0.18 -0.19 0.084
H 1.53003 -4.49084 -3.97013 -0.03 0.49 0.32 0.059
H 0.94121 -0.70892 -3.55859 -0.11 -0.02 0.39 0.104
H 1.51277 -2.23866 -2.75275 -0.14 0.25 0.31 0.106
H 3.61275 -2.07239 -3.88987 0.34 0.10 -1.14 0.108
H 3.39070 -0.59042 -3.10714 -0.13 0.29 0.13 0.099
H 3.90194 -0.06945 -5.42432 0.22 0.28 -0.60 0.112
H 2.42624 0.72132 -5.12509 -0.51 -0.31 0.96 0.091
H 1.07850 0.69245 -6.96814 -0.06 0.17 -0.44 0.075
H 2.75618 0.75625 -7.64674 0.00 0.18 0.27 0.087
H 1.64989 -0.33274 -8.39361 -0.57 0.24 -0.06 0.081
H 2.63213 -2.79014 -7.53171 0.27 -0.46 0.23 0.076
H 3.78191 -1.60696 -7.97356 0.34 0.27 0.24 0.071
H 3.99822 -2.40797 -6.37147 -0.12 -0.14 -0.18 0.068
H -1.04990 -3.38823 -4.90775 -0.19 -0.17 0.05 0.074
H -1.07658 -1.72424 -4.41250 0.08 0.07 0.35 0.082
H -0.51574 -3.03078 -3.26982 -0.10 0.20 0.06 0.072
H -0.43906 -1.31122 -7.28652 0.00 0.32 0.30 0.097
C 8.15868 -4.43631 3.99174 0.51 -0.24 0.79 -0.057
C 7.38323 -4.07008 2.72275 1.75 -1.04 -1.25 -0.422
C 6.82829 -5.45899 2.05438 -1.05 0.52 1.45 -0.122
C 5.81361 -5.18130 0.98895 0.52 0.00 -0.09 -0.228
C 4.74046 -4.25724 1.55122 0.51 1.34 -0.90 -0.116
C 5.18441 -2.86553 2.22027 -0.48 -1.60 -0.67 -0.425
N 6.35258 -3.09077 3.12215 -2.80 -2.99 -1.74 -0.153
O 6.80043 -1.95379 3.65328 0.93 1.61 1.63 -0.001
C 5.46224 -1.93982 1.01477 0.86 -0.32 -0.30 -0.032
C 3.94680 -2.33086 3.02446 1.06 -0.22 -0.45 -0.020
C 8.38688 -3.44990 1.68520 0.22 -0.13 0.33 -0.033
H 8.72716 -3.63634 4.46606 -0.35 0.60 -0.31 0.076
H 8.94633 -5.18098 3.87693 -0.20 -0.33 -0.67 0.079
H 7.51486 -4.81856 4.78387 -0.34 0.00 -0.18 0.084
H 7.53035 -6.21185 1.69603 0.95 0.75 0.13 0.117
H 6.27194 -6.03663 2.79256 0.07 0.24 0.74 0.110
H 5.29820 -6.05198 0.58353 -0.04 -0.52 0.57 0.106
H 6.38596 -4.92723 0.09679 -0.34 1.25 -0.22 0.104
H 4.06335 -4.83860 2.17703 0.06 0.13 0.17 0.110
H 4.24187 -3.96732 0.62630 -0.93 0.22 0.32 0.103
H 6.13095 -1.11553 1.26270 -0.72 0.70 0.13 0.076
H 6.03493 -2.38322 0.20020 0.22 -0.81 0.22 0.069
H 4.54482 -1.70634 0.47446 -0.11 0.77 0.57 0.065
H 4.18214 -1.40316 3.54608 0.06 -0.01 0.00 0.081
H 3.14329 -2.12744 2.31658 -0.10 -0.05 -0.01 0.057
H 3.61263 -3.07156 3.75096 0.06 0.01 0.00 0.082
H 9.32383 -3.99996 1.59766 -0.11 -0.49 0.22 0.079
H 8.74233 -2.47830 2.02835 -0.27 0.29 -0.05 0.072
H 8.01779 -3.37514 0.66232 -0.32 0.14 0.16 0.064
H 7.15176 -1.36297 2.98313 0.28 0.19 -0.62 0.082
C 1.72644 6.37677 -1.14394 0.05 0.14 -1.17 -0.011
C 1.86684 6.13335 -2.67969 0.97 0.24 -1.00 -0.442
C 3.33674 5.71383 -3.02085 -0.17 1.27 -0.05 -0.151
C 3.57976 5.19270 -4.42228 -1.00 -2.27 -0.10 -0.169
C 2.66263 3.91607 -4.55990 -0.42 1.92 -0.43 -0.102
C 1.14319 4.33695 -4.37797 0.26 -2.20 -0.39 -0.468
N 1.03275 4.96496 -3.06186 1.15 -0.13 0.24 -0.110
O -0.30908 5.16501 -2.76119 -0.61 0.49 0.01 -0.028
C 0.43747 5.09529 -5.52745 1.57 1.11 -0.31 -0.026
C 0.42712 2.94125 -4.33836 -0.74 1.45 0.26 -0.037
C 1.58422 7.42486 -3.52960 -1.28 -0.61 0.19 -0.022
H 2.20918 5.55109 -0.62113 -0.44 -0.18 0.15 0.067
H 0.67309 6.51844 -0.90210 0.03 -0.41 0.22 0.075
H 2.23157 7.28473 -0.81447 0.18 0.11 -0.36 0.061
H 3.94009 6.62138 -3.04135 0.08 0.25 0.94 0.116
H 3.69096 5.02773 -2.25150 0.18 -0.12 -0.14 0.114
H 4.63409 4.94719 -4.54957 0.07 -0.15 0.12 0.105
H 3.36686 5.90920 -5.21563 -0.25 0.12 0.14 0.096
H 2.89045 3.20364 -3.76703 0.01 0.14 0.24 0.106
H 2.77005 3.34702 -5.48333 0.04 0.30 -0.30 0.103
H -0.53442 5.53849 -5.31041 0.00 -0.45 0.46 0.085
H 1.08092 5.94177 -5.76733 -0.05 0.27 -0.20 0.055
H 0.37307 4.55898 -6.47419 -0.05 -0.48 0.23 0.082
H -0.63452 3.18803 -4.32752 -0.24 -0.38 0.29 0.081
H 0.57047 2.40860 -5.27848 0.40 -0.16 0.20 0.066
H 0.68499 2.38712 -3.43584 0.11 -0.20 -0.26 0.053
H 0.51322 7.46711 -3.72777 -0.26 0.06 0.20 0.074
H 1.99714 7.37303 -4.53703 0.44 0.07 0.26 0.057
H 1.82289 8.37433 -3.05038 0.40 -0.19 0.12 0.078
H -0.49288 4.44000 -2.15938 -0.49 0.03 0.32 0.048
C 0.85996 2.41424 1.93325 -0.43 -0.39 0.43 -0.028
C 0.66843 1.56535 0.65160 1.86 -0.14 -0.14 -0.437
C 1.75086 0.40950 0.78812 -1.22 -0.55 -0.83 -0.122
C 1.56962 -0.71720 -0.25945 -0.50 1.32 -0.20 -0.155
C 0.09707 -1.22195 -0.16034 1.46 -0.35 0.02 -0.118
C -0.98858 -0.15904 -0.28832 -0.87 -0.02 -0.50 -0.441
N -0.67874 0.98647 0.60178 1.29 -2.52 0.54 -0.114
O -1.71628 1.84416 0.79947 -0.92 0.74 0.23 -0.001
C -1.21151 0.23058 -1.77295 0.87 0.62 -0.27 -0.012
C -2.33159 -0.89111 0.07747 0.43 0.53 0.96 -0.013
C 1.10598 2.38470 -0.60087 -0.29 0.43 0.32 -0.019
H 0.59966 1.78269 2.78265 -0.19 -0.12 0.09 0.070
H 0.27201 3.32428 2.05265 -0.20 0.00 -0.52 0.069
H 1.89924 2.68519 2.11924 0.17 -0.02 -0.49 0.080
H 2.75177 0.82565 0.67366 -0.04 0.23 0.20 0.118
H 1.68089 -0.12773 1.73395 -0.09 0.50 0.46 0.093
H 2.38981 -1.41072 -0.07395 -0.54 -0.74 0.12 0.087
H 1.82136 -0.32233 -1.24373 -0.33 0.07 -0.25 0.073
H 0.07074 -1.72665 0.80542 -0.50 0.12 0.35 0.110
H -0.17459 -2.00731 -0.86569 0.43 0.04 -0.22 0.083
H -2.06400 0.88837 -1.94227 -0.45 -0.30 0.26 0.084
H -0.40784 0.82244 -2.21105 0.43 -0.13 0.21 0.048
H -1.27427 -0.66057 -2.39746 -0.36 -0.02 0.09 0.064
H -2.35852 -1.12897 1.14086 0.03 0.21 0.25 0.071
H -3.21973 -0.30549 -0.15995 0.09 0.11 -0.02 0.064
H -2.43800 -1.86650 -0.39727 0.31 0.11 -0.47 0.069
H 1.98223 3.00834 -0.42376 0.08 0.01 0.49 0.078
H 0.31753 3.09462 -0.85078 -0.10 -0.09 -0.27 0.063
H 1.40839 1.80123 -1.47048 -0.45 -0.25 0.05 0.057
H -1.86683 2.30565 -0.02876 -0.14 0.54 -0.45 0.052
O -2.09987 4.01821 -0.91791 -0.63 1.32 0.41 0.071
C -2.55724 4.90366 -0.21203 1.41 -1.08 0.36 -0.410
O -1.73309 5.72400 0.49136 1.78 -0.92 -0.78 0.035
C -2.36695 6.64649 1.33011 -1.62 0.92 -1.02 -0.174
C -3.78742 6.15089 1.36241 -1.03 -0.77 1.35 -0.147
C -3.95651 5.10792 0.22167 -0.40 1.54 0.50 -0.043
H -2.40082 7.61513 0.83143 0.68 0.20 0.06 0.128
H -2.00191 6.76015 2.35086 0.77 -0.41 -0.37 0.125
H -4.46528 7.00413 1.38680 -0.29 -0.31 -0.32 0.120
H -3.87180 5.66393 2.33393 -0.52 -0.24 -0.04 0.095
H -4.57842 5.55518 -0.55377 0.09 -0.37 -0.30 0.135
H -4.35926 4.13850 0.51510 -0.24 0.07 0.10 0.102
```
Positions in Å, forces in eV/Å.